1.
Here is C29H34N7PdSSi as an isolated structure from the OMol25 dataset. Energies are from ωB97M-V/def2-TZVPD.

Output
Multiplicity: 3
LUMO energy (alpha / beta), eV: -2.5103 / -3.7638
E_HOMO (alpha / beta), eV: -9.269 / -10.722
Largest force on an atom, Eh/bohr: 0.012
Frontier orbital gap (alpha / beta), eV: 6.76 / 6.96
Net charge: +1

Structure (XYZ):
```
73
Properties=species:S:1:pos:R:3:forces:R:3:mulliken_spin:R:1
Pd -0.605 0.543 -0.994 -0.197 0.424 -0.383 1.111
C 1.478 0.566 -1.544 0.063 -0.086 0.264 0.551
Si 1.981 0.057 0.170 -0.173 0.029 -0.033 -0.105
C 0.769 0.845 1.456 0.157 -0.172 0.008 -0.026
N -0.689 0.710 1.197 0.093 0.113 0.169 0.207
C -1.235 -0.552 1.780 0.023 -0.040 -0.184 -0.006
C -2.560 -0.346 2.492 -0.008 -0.024 -0.005 0.004
C -2.389 0.643 3.646 -0.040 -0.028 0.012 -0.001
C -1.608 1.893 3.192 -0.020 0.081 -0.003 0.002
C -1.436 1.899 1.682 0.008 -0.022 -0.067 -0.025
C 3.651 0.730 0.680 -0.079 -0.033 0.019 0.041
C 3.860 2.110 0.745 0.001 0.028 -0.012 -0.002
C 5.093 2.632 1.101 0.023 0.006 0.009 0.001
C 6.146 1.776 1.397 -0.008 0.007 -0.004 0.002
C 5.959 0.404 1.334 0.037 0.026 0.014 0.001
C 4.721 -0.112 0.978 0.013 -0.084 0.030 -0.007
C 1.989 -1.828 0.279 -0.032 0.142 0.100 0.003
C 2.266 -2.608 -0.847 0.031 0.033 -0.095 0.009
C 2.372 -3.990 -0.764 0.039 -0.037 0.013 0.002
C 2.196 -4.627 0.456 0.015 0.007 0.012 0.001
C 1.919 -3.875 1.590 -0.006 -0.040 -0.010 0.001
C 1.824 -2.493 1.498 -0.012 0.013 0.024 0.009
H 1.712 -0.132 -2.342 -0.023 0.049 -0.041 -0.002
H 1.712 1.588 -1.838 -0.008 0.000 -0.005 0.011
H 1.012 1.910 1.444 0.029 0.017 -0.072 -0.008
H 1.016 0.501 2.468 0.021 0.004 0.000 0.016
H -0.507 -0.960 2.486 0.008 0.003 0.046 0.011
H -1.342 -1.290 0.978 0.015 -0.019 0.041 -0.011
H -2.910 -1.310 2.864 0.017 -0.008 0.000 0.001
H -3.313 0.002 1.781 0.003 0.021 0.004 0.000
H -1.857 0.147 4.460 -0.002 -0.008 0.004 0.000
H -3.367 0.918 4.043 -0.002 0.008 -0.013 0.000
H -0.629 1.937 3.674 0.015 -0.021 -0.015 0.000
H -2.130 2.806 3.484 0.007 0.003 0.012 0.000
H -0.897 2.778 1.330 -0.008 -0.002 0.035 0.002
H -2.407 1.907 1.187 0.017 0.004 0.001 0.008
H 3.053 2.797 0.506 -0.015 0.006 -0.005 0.001
H 5.236 3.704 1.145 0.006 0.008 0.000 0.000
H 7.110 2.180 1.674 0.011 0.003 0.003 0.000
H 6.777 -0.266 1.562 0.010 -0.007 0.001 0.000
H 4.590 -1.187 0.935 -0.001 -0.003 -0.009 0.000
H 2.418 -2.132 -1.809 0.002 -0.001 -0.005 -0.001
H 2.604 -4.566 -1.651 0.000 -0.007 -0.010 0.000
H 2.290 -5.703 0.526 -0.001 -0.015 0.002 0.000
H 1.796 -4.363 2.548 0.001 -0.006 0.005 0.000
H 1.647 -1.927 2.405 -0.021 0.030 0.010 -0.002
N -4.479 2.188 -2.244 0.059 0.060 0.055 0.001
C -5.032 0.957 -1.986 -0.005 -0.058 -0.038 0.001
C -4.075 0.258 -1.317 -0.102 0.048 0.029 0.006
N -2.962 1.040 -1.148 -0.007 -0.095 0.068 0.020
C -3.230 2.192 -1.718 -0.039 -0.118 -0.031 0.019
C -2.249 3.259 -1.784 0.093 0.183 -0.022 -0.015
N -0.991 3.080 -1.447 -0.123 -0.322 -0.002 0.031
C -0.370 4.283 -1.642 0.074 0.079 0.004 -0.006
C -1.265 5.201 -2.102 -0.021 0.023 0.003 0.001
N -2.464 4.537 -2.189 0.015 -0.086 0.020 0.001
H -4.915 2.916 -2.784 -0.001 -0.004 0.013 0.000
H -6.026 0.702 -2.304 -0.011 -0.023 -0.006 0.000
H -4.118 -0.753 -0.952 -0.014 -0.014 0.005 -0.001
H 0.680 4.418 -1.449 0.015 -0.004 -0.006 0.001
H -1.168 6.236 -2.372 0.026 0.016 0.002 0.000
H -3.336 4.949 -2.472 0.006 -0.001 0.007 -0.001
S -1.178 -0.630 -3.296 -0.032 0.106 -0.046 0.138
C -1.268 -2.251 -2.889 0.081 -0.028 0.210 -0.012
N -0.898 -2.656 -1.629 -0.082 -0.068 -0.162 -0.002
C -0.880 -3.944 -1.228 -0.041 0.096 -0.062 -0.002
C -1.293 -4.901 -2.100 0.005 0.007 0.009 -0.001
C -1.694 -4.447 -3.376 0.035 -0.096 0.078 0.000
N -1.682 -3.198 -3.762 -0.027 0.039 -0.064 0.001
H -0.559 -1.922 -1.016 0.107 -0.075 0.056 0.020
H -0.522 -4.118 -0.222 -0.021 -0.067 -0.004 0.002
H -1.306 -5.946 -1.840 0.006 -0.003 0.029 0.000
H -2.036 -5.167 -4.113 -0.007 0.005 -0.010 0.000
```
Forces are in eV/Å.

***

2.
Here is a 9-piece molecular cluster, C29H35B2F8I2NO29 overall in a non-equilibrium geometry from the OMol25 dataset. Energies are from ωB97M-V/def2-TZVPD.

Output
LUMO energy, eV: -0.0919
E_HOMO, eV: -9.157
SMILES string: CB(O)[N@+](B(O)O)(C(=O)[O-])[C@@H](I)[C@@H](C)I.O=C1OC[C@@H](F)O1.O=C1OC[C@@H](F)O1.O=C1OC[C@@H](F)O1.O=C1OC[C@@H](F)O1.O=C1OC[C@@H](F)O1.O=C1OC[C@@H](F)O1.O=C1OC[C@@H](F)O1.O=C1OC[C@@H](F)O1
Largest force on an atom, Eh/bohr: 0.086
Frontier orbital gap, eV: 9.06
Net charge: 0

Structure (XYZ):
```
106
Properties=species:S:1:pos:R:3:forces:R:3:mulliken_charge:R:1
C 2.095 -0.271 0.477 -0.013 -0.209 0.182 -1.281
B 1.351 0.144 -0.850 -1.004 0.755 1.462 1.248
O 0.020 0.470 -0.740 0.643 -0.897 -0.925 -0.775
N 2.055 0.122 -2.244 -0.059 -1.068 0.401 0.962
B 3.535 -0.004 -1.942 1.463 0.799 0.158 1.000
O 4.317 -1.096 -2.110 -0.797 0.015 -0.542 -0.681
O 4.123 1.149 -1.437 -0.284 -0.454 -0.411 -0.703
C 1.968 1.508 -2.916 0.494 3.917 -1.997 0.395
O 2.633 1.678 -3.945 0.436 -2.071 0.354 -0.681
O 1.321 2.384 -2.361 -0.652 -1.051 1.578 -0.814
C 1.332 -0.936 -3.025 -0.796 -0.658 -0.209 -1.040
I -0.384 -0.062 -4.085 0.199 -0.125 0.169 0.084
C 2.027 -1.825 -4.064 0.201 0.236 -0.838 -0.633
C 3.003 -1.182 -5.065 -0.012 -0.924 -0.109 -1.145
I 2.741 -3.738 -3.275 -0.074 0.466 0.036 0.028
H 1.360 -0.325 1.294 0.010 0.089 -0.399 0.354
H 2.534 -1.283 0.437 0.244 0.465 -0.124 0.467
H 2.834 0.474 0.815 0.092 -0.375 -0.348 0.384
H -0.497 -0.354 -0.815 -0.408 0.301 0.131 -0.034
H 5.225 -0.775 -2.164 0.087 -0.277 0.372 0.265
H 4.554 1.660 -2.142 -0.193 0.272 0.288 0.358
H 0.828 -1.600 -2.307 0.121 0.236 -0.254 0.561
H 1.219 -2.187 -4.705 0.087 -0.102 0.499 0.749
H 2.460 -0.415 -5.628 0.352 0.183 0.360 0.260
H 3.267 -1.971 -5.788 -0.067 0.217 0.210 0.528
H 3.946 -0.841 -4.632 -0.386 0.275 -0.036 0.175
O -1.152 -2.429 -1.505 0.261 0.310 0.119 -0.498
C -1.539 -2.792 -0.434 0.067 -0.417 -0.076 0.719
O -1.985 -4.028 -0.166 0.026 0.606 0.008 -0.330
C -2.225 -4.095 1.257 -0.088 -0.583 -0.094 0.357
C -2.428 -2.651 1.604 0.215 -0.050 0.370 0.310
F -1.991 -2.372 2.856 -0.028 0.135 -0.062 -0.305
O -1.588 -1.988 0.662 -0.325 -0.134 -0.400 -0.277
H -1.356 -4.527 1.750 -0.064 0.535 -0.252 0.477
H -3.101 -4.708 1.484 0.736 0.308 -0.442 -0.575
H -3.454 -2.295 1.490 0.048 0.112 0.120 0.313
O -4.790 -4.696 2.216 -0.713 -0.099 0.301 -0.575
C -5.460 -5.439 1.575 0.030 0.024 0.323 0.693
O -4.973 -6.496 0.886 -0.278 0.215 0.064 -0.291
C -6.093 -7.215 0.363 0.238 -0.397 -0.342 -0.444
C -7.160 -6.153 0.333 -0.417 -0.205 0.271 0.301
F -8.389 -6.677 0.549 -0.013 0.101 -0.020 -0.293
O -6.808 -5.332 1.435 0.424 0.013 -0.392 -0.345
H -6.345 -8.036 1.037 -0.169 0.122 0.055 0.301
H -5.875 -7.621 -0.621 0.219 0.128 0.030 0.266
H -7.175 -5.552 -0.579 -0.135 -0.005 0.021 0.296
O 2.987 -3.609 1.701 -0.063 0.065 0.007 -0.451
C 4.088 -3.260 1.954 -0.381 -0.019 -0.008 0.564
O 4.719 -2.213 1.359 0.150 -0.308 0.239 -0.177
C 5.968 -2.032 2.030 0.212 0.395 -0.314 -0.463
C 6.209 -3.397 2.619 -0.017 0.077 0.524 0.304
F 6.885 -3.319 3.792 0.021 -0.107 -0.027 -0.294
O 4.897 -3.861 2.876 0.162 0.117 -0.543 -0.336
H 5.862 -1.262 2.796 0.033 -0.161 0.140 0.290
H 6.747 -1.730 1.333 -0.170 -0.024 -0.155 0.282
H 6.719 -4.094 1.951 0.083 -0.031 0.122 0.276
O 8.208 5.720 -0.339 0.093 -0.048 0.001 -0.497
C 7.320 5.459 -1.072 0.362 0.204 0.096 0.601
O 6.710 6.352 -1.895 -0.088 -0.431 0.105 -0.312
C 5.790 5.623 -2.711 -0.258 0.412 -0.315 -0.408
C 5.535 4.398 -1.874 0.131 -0.255 -0.065 0.313
F 5.295 3.306 -2.654 0.105 0.026 -0.088 -0.432
O 6.763 4.215 -1.200 -0.314 0.407 0.040 -0.295
H 6.262 5.382 -3.665 -0.014 -0.204 0.066 0.277
H 4.888 6.199 -2.898 0.096 0.141 0.147 0.286
H 4.730 4.508 -1.146 -0.080 -0.196 -0.085 0.352
O -0.864 8.501 -2.165 -0.096 0.070 0.115 -0.538
C -0.822 7.333 -1.981 0.361 0.337 -0.051 0.621
O 0.252 6.550 -2.235 -0.599 0.007 0.172 -0.336
C -0.054 5.234 -1.749 0.647 -0.542 -0.345 0.344
C -1.554 5.238 -1.755 0.036 -0.007 0.392 0.264
F -2.057 4.464 -0.751 -0.178 0.073 -0.042 -0.264
O -1.866 6.593 -1.484 0.159 -0.111 -0.403 -0.392
H 0.360 5.114 -0.747 -0.195 -0.015 0.057 0.023
H 0.366 4.465 -2.395 0.112 0.144 -0.036 0.124
H -2.003 4.940 -2.704 -0.123 -0.105 0.114 0.286
O -6.526 1.166 -3.104 -0.067 -0.057 -0.001 -0.499
C -6.189 1.968 -2.303 -0.232 -0.204 -0.213 0.597
O -6.414 3.306 -2.413 0.226 -0.233 0.249 -0.334
C -5.982 3.911 -1.192 -0.085 0.510 -0.143 -0.449
C -4.992 2.902 -0.675 -0.123 -0.186 0.457 0.665
F -4.977 2.875 0.681 0.100 -0.041 -0.014 -0.304
O -5.516 1.675 -1.151 0.104 0.420 -0.389 -0.318
H -6.837 4.033 -0.524 0.097 -0.147 0.122 0.289
H -5.534 4.886 -1.373 -0.032 -0.058 -0.222 0.263
H -3.976 3.036 -1.049 0.046 -0.035 0.177 0.093
O -1.294 -5.988 2.961 0.080 -0.564 0.457 -0.530
C -1.855 -6.497 3.872 0.161 0.278 -0.112 0.574
O -1.415 -6.474 5.154 -0.298 -0.188 -0.212 -0.310
C -2.432 -7.072 5.962 0.247 -0.001 0.499 -0.471
C -3.165 -7.927 4.963 -0.474 0.209 0.007 0.304
F -4.483 -8.028 5.266 0.006 -0.087 -0.085 -0.291
O -3.027 -7.189 3.763 0.475 -0.212 0.207 -0.192
H -3.066 -6.292 6.385 -0.155 -0.078 -0.137 0.293
H -1.997 -7.652 6.773 0.209 0.063 -0.108 0.277
H -2.746 -8.926 4.828 -0.147 -0.045 0.007 0.280
O 2.439 6.089 2.693 0.056 -0.063 0.017 -0.496
C 1.274 6.277 2.623 0.375 -0.202 0.048 0.487
O 0.489 5.856 1.594 -0.128 0.298 0.349 -0.165
C -0.867 6.157 1.947 -0.289 -0.144 -0.495 -0.297
C -0.693 7.271 2.945 -0.180 -0.187 0.433 0.325
F -1.670 7.250 3.885 0.039 0.099 0.011 -0.289
O 0.542 6.950 3.559 -0.003 0.091 -0.573 -0.337
H -1.333 5.273 2.385 0.003 0.113 0.183 0.220
H -1.441 6.461 1.075 0.192 -0.028 -0.099 0.181
H -0.634 8.268 2.504 -0.101 0.035 0.108 0.296
```
Forces are in eV/Å.

***

3.
Here is C29H35Cl5MnN4O7P2S as an isolated structure in a non-equilibrium geometry from the OMol25 dataset. Energies are from ωB97M-V/def2-TZVPD.

Output
Multiplicity: 6
LUMO energy (alpha / beta), eV: 3.8830 / 3.8823
E_HOMO (alpha / beta), eV: -0.453 / -0.722
Largest force on an atom, Eh/bohr: 0.035
Frontier orbital gap (alpha / beta), eV: 4.34 / 4.60
Net charge: -2

Structure (XYZ):
```
84
Properties=species:S:1:pos:R:3:forces:R:3:mulliken_spin:R:1
Mn 0.166 -0.617 0.393 0.578 -0.244 -0.090 4.601
N 4.885 -1.505 -1.929 0.004 -0.006 0.020 0.001
C 3.430 -1.244 -2.008 -0.092 0.019 -0.301 -0.004
C 2.978 -0.815 -3.406 0.006 -0.049 -0.008 0.003
P 2.544 -2.736 -1.491 -0.013 0.471 0.140 0.017
O 2.517 -3.732 -2.786 0.031 -0.064 0.078 -0.001
O 3.568 -3.450 -0.517 0.024 -0.137 -0.053 -0.001
O 1.158 -2.554 -1.014 -0.040 -0.273 -0.099 0.036
P 3.053 0.161 -0.802 0.450 0.097 0.777 0.028
O 3.364 -0.396 0.572 1.316 0.099 -0.679 -0.001
O 4.028 1.238 -1.237 -0.489 0.079 -0.389 -0.002
O 1.548 0.390 -0.974 -0.141 0.046 -0.318 0.055
H 5.240 -1.748 -2.848 -0.008 -0.023 0.005 0.000
H 4.401 -2.934 -0.599 -0.033 0.086 0.070 0.000
H 5.317 -0.623 -1.656 -0.022 0.002 0.013 0.000
H 3.348 -1.512 -4.168 -0.020 0.000 -0.007 0.000
H 3.361 0.187 -3.607 0.012 -0.001 0.017 -0.001
H 1.889 -0.783 -3.464 0.000 0.032 0.014 -0.001
H 1.590 -3.909 -2.980 -0.047 0.026 -0.020 0.001
H 2.164 -0.852 1.382 -0.034 0.054 0.107 -0.044
O 0.544 1.705 1.109 -0.180 0.147 -0.473 0.010
S 0.261 2.611 2.228 -0.176 0.053 0.116 0.021
C 1.877 3.273 2.641 -0.051 0.316 -0.148 0.003
C 2.091 3.928 3.841 0.026 0.053 0.061 -0.003
C 3.354 4.434 4.117 -0.066 -0.009 0.008 0.001
C 4.377 4.276 3.190 0.038 0.020 0.002 0.000
C 4.149 3.605 1.996 -0.020 -0.060 -0.023 0.001
C 2.891 3.093 1.713 0.042 -0.193 0.046 0.001
C -0.439 4.122 1.479 0.430 -0.050 0.488 -0.002
C 0.108 4.638 0.316 -0.021 -0.139 -0.234 0.001
C -0.403 5.814 -0.209 -0.051 -0.055 -0.003 -0.001
C -1.458 6.465 0.427 0.037 -0.038 0.023 0.000
C -2.003 5.935 1.587 0.020 -0.115 0.025 0.000
C -1.486 4.755 2.118 -0.169 0.084 0.009 0.002
H 1.283 4.031 4.557 0.004 0.001 0.007 0.000
H 3.541 4.937 5.058 0.004 0.009 -0.002 0.000
H 5.365 4.664 3.410 0.003 -0.007 0.008 0.000
H 4.946 3.443 1.281 0.003 -0.009 0.001 0.000
H 2.713 2.511 0.813 0.040 0.016 -0.003 -0.004
H 0.899 4.090 -0.187 0.027 0.029 0.035 0.000
H 0.014 6.216 -1.123 -0.002 0.017 0.000 0.000
H -1.857 7.381 0.010 -0.004 0.002 -0.002 0.000
H -2.836 6.425 2.075 0.002 0.024 -0.005 0.000
H -1.912 4.313 3.012 0.006 0.016 0.012 0.000
C -2.891 -0.218 4.836 -0.066 -0.005 0.017 0.000
C -2.832 0.313 3.443 -0.021 0.039 0.004 -0.003
C -3.584 1.262 2.775 0.069 0.012 0.010 0.003
C -3.011 1.347 1.483 0.122 0.123 0.166 -0.009
N -1.989 0.515 1.387 -0.073 0.006 -0.115 0.061
N -1.902 -0.099 2.569 0.030 -0.074 -0.034 -0.004
C -3.373 2.233 0.335 -0.030 0.018 0.042 0.004
H -3.798 0.131 5.330 0.003 0.003 -0.007 0.000
H -2.031 0.113 5.421 0.013 -0.014 -0.007 0.000
H -2.897 -1.309 4.837 0.015 -0.003 -0.009 0.000
H -4.410 1.831 3.173 -0.028 -0.038 -0.015 0.000
H -1.163 -0.794 2.677 0.001 0.061 0.049 -0.008
H -3.954 3.091 0.679 -0.021 -0.020 -0.007 0.000
H -3.956 1.697 -0.416 0.001 -0.008 -0.005 0.000
H -2.468 2.607 -0.145 -0.001 -0.046 -0.040 0.000
Cl -2.118 -3.576 2.357 0.000 -0.013 0.026 0.002
C -2.339 -3.230 0.642 0.012 0.034 0.032 0.024
C -1.676 -2.153 0.095 0.131 0.148 -0.361 0.106
C -1.965 -1.932 -1.243 -0.114 0.061 -0.047 -0.119
Cl -1.229 -0.514 -1.987 -0.189 -0.098 -0.205 0.012
C -2.790 -2.730 -2.023 -0.014 -0.007 -0.003 -0.018
Cl -3.062 -2.402 -3.708 -0.001 -0.003 0.034 0.001
C -3.410 -3.824 -1.422 -0.041 -0.044 -0.051 0.006
Cl -4.451 -4.859 -2.350 0.015 0.023 0.014 0.000
C -3.195 -4.069 -0.071 -0.013 -0.022 0.024 -0.013
Cl -4.000 -5.414 0.686 0.009 0.015 -0.005 0.002
C 0.725 -2.139 4.069 -0.023 -0.079 -0.078 0.022
C 1.805 -1.472 3.215 0.007 0.352 0.068 0.060
C 3.010 -2.427 3.114 -0.020 -0.097 0.103 0.001
C 2.277 -0.196 3.964 0.065 -0.143 0.174 0.010
N 1.325 -1.118 1.911 -1.191 -0.612 1.217 0.157
H 1.106 -2.450 5.050 0.017 0.049 -0.023 -0.002
H 0.335 -3.014 3.547 -0.001 0.000 0.011 -0.002
H -0.102 -1.441 4.244 0.005 -0.031 0.039 -0.006
H 3.358 -2.758 4.104 -0.008 0.038 -0.020 0.000
H 3.833 -1.930 2.599 -0.040 0.002 -0.075 -0.002
H 2.725 -3.303 2.527 0.009 0.006 -0.017 -0.002
H 2.734 -0.416 4.944 -0.042 0.003 -0.056 -0.002
H 1.415 0.461 4.129 0.020 0.024 -0.034 0.001
H 3.009 0.330 3.348 -0.030 0.015 -0.037 -0.002
```
Forces are in eV/Å.